Density functional theory data (wB97M-V/def2-TZVPD) for an isolated molecule of C5H4Br2N2O3.

Summary:
energy relative to the best compared isomer or geometry (same formula, charge and spin)	101.9	kcal/mol
structure (SMILES)	O=[N+]([O-])C(=C\C(Br)=N\O)/C=C/Br
LUMO level (spin up / spin down)	-1.55 / -0.81	eV

```
! wB97M-V def2-TZVPD RIJCOSX def2/J DEFGRID3
* xyz 0 1
C 1.346 1.320 -0.644
O -2.622 -2.352 1.134
N 0.718 -0.879 -0.052
Br 3.879 2.320 -0.853
H -1.377 1.730 -0.443
C -1.084 0.754 -0.274
O 1.383 -1.083 0.973
H 2.859 0.268 0.386
O 0.651 -1.639 -0.936
C 0.255 0.463 -0.252
H 1.204 2.298 -0.978
C 2.632 1.083 -0.313
N -1.649 -1.454 0.718
C -2.124 -0.047 0.137
Br -3.922 0.364 0.212
H -2.148 -3.146 1.185
*
```

These are the Löwdin partial charges, in e, on atoms 1 to 6:
1 C -0.15
2 O -0.05
3 N -0.43
4 Br 0.77
5 H 0.09
6 C -0.09